Here is C6H10O in the gas phase in a non-equilibrium geometry from OMol25. Energies are from ωB97M-V/def2-TZVPD.

Values from the calculation:
- structure (SMILES) = C[C@H]1OC[C@H]2C[C@H]21
- charge = 0
- energy (eV) = -8429.28634
- E_LUMO (eV) = 1.0670
- HOMO energy (Eh) = -0.357
- relative energy (zero: lowest compared OMol25 entry of this formula, charge and spin) (kcal per mole) = 45.06
- orbital gap (eV) = 10.8

CARTESIAN COORDINATES (ANGSTROEM)
C1 -1.891 -0.235 0.491
C2 -0.924 -0.082 -0.712
O1 -0.541 1.275 -1.043
C3 0.821 1.530 -0.283
C4 1.520 0.179 -0.354
C5 1.119 -0.866 0.810
C6 0.408 -0.793 -0.479
H1 -2.924 0.059 0.261
H2 -1.555 0.365 1.345
H3 -1.921 -1.288 0.820
H4 -1.360 -0.636 -1.566
H5 1.521 2.369 -0.588
H6 0.425 1.809 0.687
H7 2.371 0.126 -1.044
H8 0.798 -0.316 1.687
H9 1.472 -1.875 1.095
H10 0.661 -1.622 -1.127

natural (NBO) atomic charge list, values in e, 5 entries:
1. C -0.6339
2. C 0.0902
3. O -0.5471
4. C -0.0982
5. C -0.2542